Record 1
Computed, not measured: the molecule C2H4NPS, with ωB97M-V/def2-TZVPD.

The calculation puts the energy above the lowest of the compared OMol25 structures with the same formula, charge and spin at 60.7 kcal per mole. For the total energy, the calculation gives -872.79653 Eh. The value obtained for the HOMO-LUMO gap (spin up / spin down) is 7.39 / 7.39 eV.

Atoms and positions in Å:
C 0.50669 0.18668 -1.25095
C -1.01967 -0.48197 0.78124
N 1.38476 0.78964 -0.47871
P 1.63290 1.22074 0.97165
S -0.15593 0.36040 2.01547
H 0.63659 -0.90880 -1.18894
H -0.06115 0.54638 -2.04868
H -2.00018 -0.20979 0.55553
H -0.92402 -1.50328 0.64339

natural (NBO) atomic charge list, values in e, 8 entries:
1 C -0.1118
2 C -0.7100
3 N -0.8433
4 P 0.9239
5 S -0.0515
6 H 0.2052
7 H 0.2046
8 H 0.1952

=====

Record 2
Computed, not measured: a cluster of 5 separate species, C6H21NO5 in total, with ωB97M-V/def2-TZVPD.

The calculation puts the energy above the lowest of the compared OMol25 structures with the same formula, charge and spin at 105.8 kcal per mole. For the total energy, the calculation gives -672.05164 Eh. The value obtained for the HOMO-LUMO gap is 8.92 eV. The structure (SMILES) is C=CC[C@H](CO)NC.O.O.O.O.

Atoms and positions in Å:
C -3.42517 -0.58326 -0.92395
C -2.33270 0.12688 -0.61643
C -1.20059 -0.67368 0.05516
C 0.04794 -0.58043 -0.89578
C 1.13965 -1.64165 -0.49621
O 2.16893 -1.37075 -1.47133
N 0.48750 0.83790 -0.97501
C 1.02009 1.03062 -2.35671
H -4.31301 -0.15020 -1.41978
H -3.60502 -1.62480 -0.61247
H -2.33965 1.15982 -1.02088
H -1.02119 -0.01915 0.91571
H -1.66772 -1.65791 0.20220
H -0.37561 -0.77976 -1.90713
H 0.75486 -2.67748 -0.68791
H 1.47799 -1.66485 0.54033
H 2.70913 -0.67914 -1.07807
H 0.95470 1.24707 -0.18216
H 2.05635 0.77422 -2.60431
H 0.52799 0.42093 -3.09957
H 0.82607 2.08156 -2.58047
O 0.91355 0.44582 3.65479
H 1.26991 0.09970 2.82419
H 0.15962 -0.16769 3.72482
O 1.95554 2.50543 1.37385
H 2.52514 3.07382 0.85262
H 1.40525 3.01443 1.97942
O -0.28308 2.73951 3.21677
H 0.44293 2.10506 3.37228
H -1.14586 2.72489 2.81898
O -1.30103 -3.55982 -1.85376
H -1.88290 -3.83980 -1.13850
H -1.66717 -2.68653 -2.04203

natural (NBO) atomic charge list, values in e, 8 entries:
1 C -0.4395
2 C -0.1611
3 C -0.4632
4 C -0.0488
5 C -0.1007
6 O -0.7191
7 N -0.6816
8 C -0.4125

=====

Record 3
Computed, not measured: a structure of composition C8H15CoK2NO7, with ωB97M-V/def2-TZVPD.

For the total energy, the calculation gives -3477.54215 Eh. The expectation value of S² is 3.7561. The total charge is +2. As for the spin multiplicity: 4. The value obtained for the HOMO-LUMO gap (spin up / spin down) is 9.40 / 9.22 eV.

Atoms and positions in Å:
K -1.08201 -2.52555 -3.72477
K -0.99097 3.00638 -4.19841
Co -0.05298 0.45461 -0.14503
C -0.87892 0.30552 -2.51763
O -0.33625 -0.64322 -1.86971
O -1.25856 0.15825 -3.69498
O -0.92680 1.31990 -1.78576
C 3.00506 -2.66038 -0.89481
C 3.13666 -1.58881 -1.96468
O 3.92495 -0.51233 -1.50984
C 3.37561 0.41364 -0.78433
O 2.17527 0.60600 -0.58873
O 4.30617 1.22743 -0.35515
C 3.96617 2.34734 0.49345
H 2.62728 -2.33159 0.07312
H 3.99756 -3.11169 -0.87884
H 2.34165 -3.48944 -1.14807
H 2.17478 -1.21177 -2.31791
H 3.61444 -2.11406 -2.78974
H 3.52992 1.80308 1.33277
H 3.27164 2.98231 -0.05130
H 4.85390 2.86089 0.84830
C -2.55856 0.85799 1.61466
O -1.79492 0.37346 0.76994
N -3.56830 0.26731 2.24361
C -4.21708 0.94436 3.33662
C -4.10046 -1.05074 1.93035
H -2.48708 1.90549 1.93654
H -4.11816 0.51454 4.33155
H -5.27183 1.16964 3.15237
H -3.97017 2.00296 3.46057
H -5.02985 -1.01924 1.36449
H -3.34961 -1.68876 1.46645
H -4.30856 -1.57350 2.86487

natural (NBO) atomic charge list, values in e, 8 entries:
1 K 0.9904
2 K 0.9924
3 Co 1.6043
4 C 0.9381
5 O -0.9207
6 O -0.8499
7 O -0.8819
8 C -0.6439

=====

Record 4
Computed, not measured: a cluster of 2 separate species, CH4NO2S in total, with ωB97M-V/def2-TZVPD.

The calculation puts the energy above the lowest of the compared OMol25 structures with the same formula, charge and spin at 126.7 kcal per mole. For the total energy, the calculation gives -643.83092 Eh. The total charge is -1. The value obtained for the HOMO-LUMO gap (spin up / spin down) is 6.26 / 7.76 eV.

Atoms and positions in Å:
C -1.76276 -1.14986 0.49809
N 1.31785 1.30203 -0.10543
O -2.36406 1.41040 0.56278
O -1.67060 0.42358 -1.59199
S -1.53474 0.42419 -0.13204
H -1.07061 -1.84724 0.03752
H -1.69724 -1.15111 1.57834
H 0.95184 2.19194 -0.44798
H 1.43854 0.72468 -0.93656

natural (NBO) atomic charge list, values in e, 8 entries:
1 C -0.9474
2 N -0.8945
3 O -0.9810
4 O -0.9899
5 S 1.8456
6 H 0.1852
7 H 0.1859
8 H 0.2989

=====

Record 5
Computed, not measured: a structure of composition C36H26Co2O7P, with ωB97M-V/def2-TZVPD.

For the total energy, the calculation gives -5020.83469 Eh. The expectation value of S² is 0.8508. The total charge is -2. As for the spin multiplicity: 2. The value obtained for the HOMO-LUMO gap (spin up / spin down) is 3.29 / 3.48 eV.

Atoms and positions in Å:
O -2.34459 -0.60921 -3.53194
C -1.30883 -0.84648 -3.09370
Co 0.28385 -1.37360 -2.45139
C 1.38138 0.01248 -2.61301
O 2.12268 0.88000 -2.75239
C -0.12175 -1.92332 -0.63515
O -0.05808 -2.11980 0.54404
C 0.33657 -3.23545 -3.12412
C -1.03492 -3.77972 -3.09679
C -1.79272 -3.46999 -1.96293
C -3.14121 -3.73554 -1.78561
C -3.82650 -4.33880 -2.84695
C -3.14842 -4.62009 -4.04681
C -1.77125 -4.33654 -4.18497
C 0.82813 -2.46995 -4.17863
C 0.64074 -2.51166 -5.48019
Co 2.31665 -3.42861 -3.13853
C 2.45340 -3.80890 -1.40531
O 2.45190 -4.05009 -0.27705
C 2.76971 -4.90472 -4.09024
O 2.98901 -5.85405 -4.70548
C 3.63732 -2.16637 -3.44142
O 4.43289 -1.34704 -3.63700
H -1.26177 -2.92250 -1.12400
H -3.66524 -3.47599 -0.85201
H -4.89661 -4.58780 -2.74326
H -3.68589 -5.07851 -4.88303
H -1.24647 -4.57224 -5.12363
H 1.43589 -2.40083 -6.21781
H -0.38055 -2.72030 -5.84434
C 3.28124 -0.91536 2.49459
C 2.45230 0.38506 2.60386
C 1.10395 0.35173 2.03735
P 0.19147 1.77399 2.14296
C 0.01089 2.37597 3.81733
C 1.02939 3.15054 4.40606
C 0.91720 3.59405 5.73040
C -0.21289 3.25305 6.48710
C -1.21800 2.45069 5.92535
C -1.10159 2.00165 4.59983
C 0.93277 3.06606 1.14814
C 0.75765 4.43274 1.43911
C 1.37175 5.40877 0.63396
C 2.15815 5.02514 -0.46142
C 2.32917 3.66504 -0.76157
C 1.71496 2.68954 0.03616
C -1.44835 1.48593 1.49098
C -2.15788 2.50289 0.81505
C -3.44234 2.25475 0.30321
C -4.02982 0.99094 0.46169
C -3.33607 -0.02379 1.13579
C -2.05240 0.22406 1.65090
O 2.96279 1.38528 3.13137
H 2.70996 -1.74534 2.06108
H 4.16324 -0.70285 1.87380
H 3.62554 -1.17637 3.50392
H 0.75521 -0.56159 1.54871
H 1.93192 3.37635 3.82719
H 1.71168 4.20568 6.16862
H -0.30665 3.60482 7.52011
H -2.09228 2.16989 6.51963
H -1.88247 1.36767 4.15629
H 0.14308 4.73203 2.30093
H 1.23471 6.46889 0.86772
H 2.63907 5.78512 -1.08563
H 2.93542 3.35945 -1.61800
H 1.84212 1.61957 -0.18470
H -1.69623 3.49280 0.69864
H -3.98346 3.04945 -0.21818
H -5.03054 0.79822 0.05970
H -3.79780 -1.00734 1.27159
H -1.51211 -0.56954 2.18405

Löwdin atomic charge list, values in e, 8 entries:
1 O 0.0635
2 C -0.1685
3 Co -0.0184
4 C -0.2081
5 O 0.0243
6 C -0.1187
7 O -0.0146
8 C -0.2790

=====

Record 6
Computed, not measured: a structure of composition C47H56BF5MgN8Se, with ωB97M-V/def2-TZVPD.

The calculation puts the energy above the lowest of the compared OMol25 structures with the same formula, charge and spin at 20.8 kcal per mole. For the total energy, the calculation gives -5388.43233 Eh. The value obtained for the HOMO-LUMO gap is 6.14 eV.

Atoms and positions in Å:
Mg -0.59594 -0.43826 0.14894
N -2.39538 -1.81074 0.46088
C -3.63593 -1.15193 0.27642
C -4.83256 -1.79443 0.15203
C -6.03807 -1.06383 0.01980
C -6.03032 0.29878 0.01039
C -4.79564 0.99192 0.08863
C -4.69296 2.39927 0.00559
C -3.46629 2.99426 -0.02320
C -2.32015 2.18141 0.04231
N -2.37506 0.87531 0.17057
C -3.60038 0.26428 0.20465
H -2.47087 -2.81108 0.31654
H -2.09303 -1.75810 1.47187
H -4.86063 -2.87756 0.18671
H -6.97379 -1.60182 -0.05797
H -6.94986 0.86400 -0.07584
H -5.59901 2.99112 -0.05366
H -3.35694 4.06724 -0.09848
H -1.33017 2.62288 -0.01125
F -1.87646 1.01074 7.76125
C -1.57584 0.26715 6.69162
C -0.44759 -0.52779 6.68455
F 0.34883 -0.54955 7.75937
C -0.13549 -1.27884 5.56555
F 0.96979 -2.02662 5.63435
C -0.91419 -1.26500 4.41373
Se -0.45467 -2.23124 2.84583
C -2.06165 -0.48480 4.47899
F -2.91756 -0.43682 3.43553
C -2.39151 0.28319 5.57852
F -3.49448 1.04358 5.57383
C -3.87982 -0.36121 -3.11787
N -4.00976 -0.25721 -4.57084
C -3.01538 0.71152 -5.04801
N -1.64489 0.33009 -4.68781
C -1.58500 0.21037 -3.23217
N -2.53053 -0.77378 -2.70129
C -2.24244 -2.07254 -3.32896
N -2.33336 -2.01140 -4.78872
C -3.68371 -1.56759 -5.14723
C -1.37791 -0.99993 -5.25661
H -4.60237 -1.08824 -2.74245
H -4.10242 0.61082 -2.67366
H -3.23727 1.68801 -4.61240
H -3.08856 0.78733 -6.13388
H -1.82482 1.18220 -2.79423
H -0.56837 -0.07482 -2.93821
H -2.96078 -2.80714 -2.95676
H -1.23445 -2.38879 -3.04912
H -4.40753 -2.30168 -4.78890
H -3.75731 -1.50374 -6.23366
H -1.43068 -0.93716 -6.34489
H -0.37213 -1.30706 -4.97024
C 1.49493 -2.96832 -1.07326
C 2.59853 -2.60479 -2.07698
C 3.96923 -2.62615 -1.39524
C 2.34019 -1.35079 -2.91504
C 2.22563 -1.54592 -4.29085
C 2.02166 -0.48706 -5.15876
C 1.91142 0.79368 -4.64955
C 2.03566 1.05260 -3.28456
C 1.96595 2.52530 -2.87609
C 1.02947 2.86212 -1.71407
C 3.34394 3.15877 -2.64116
C 2.25609 -0.03353 -2.42452
N 2.43146 0.21061 -1.02782
B 1.50461 0.08702 0.08887
N 2.33154 0.49879 1.21247
C 3.61551 0.83700 0.75950
C 3.67334 0.67605 -0.57113
C 2.13168 0.44800 2.63245
C 1.36462 1.41593 3.28217
C 1.32569 1.40496 4.67525
C 2.02619 0.46014 5.40461
C 2.75976 -0.51010 4.73942
C 2.82280 -0.53769 3.35128
C 3.61847 -1.63948 2.66637
C 3.07381 -3.02890 3.00285
C 5.10587 -1.55991 3.01872
C 0.62641 2.51507 2.53817
C -0.85765 2.53714 2.91474
C 1.27771 3.87767 2.78405
H 1.52791 -4.03844 -0.85593
H 0.50043 -2.74355 -1.47366
H 1.61436 -2.43922 -0.12800
H 2.61453 -3.41228 -2.81220
H 4.03486 -1.88552 -0.60007
H 4.77021 -2.43422 -2.11294
H 4.14226 -3.60989 -0.95062
H 2.29780 -2.55431 -4.68301
H 1.93752 -0.66039 -6.22486
H 1.73129 1.62310 -5.32419
H 1.55372 3.02113 -3.75743
H 1.36590 2.40507 -0.78264
H 0.00992 2.53303 -1.92065
H 1.00922 3.94616 -1.56881
H 3.72072 2.93580 -1.64253
H 3.26584 4.24466 -2.73445
H 4.07459 2.80907 -3.37371
H 4.37923 1.17924 1.44011
H 4.51101 0.80634 -1.23782
H 0.75075 2.16019 5.19866
H 2.00189 0.47920 6.48750
H 3.28736 -1.26594 5.31010
H 3.52267 -1.50866 1.58817
H 3.20189 -3.25871 4.06401
H 3.61340 -3.78617 2.42740
H 2.01297 -3.10314 2.77052
H 5.26418 -1.74624 4.08412
H 5.53130 -0.58230 2.78298
H 5.66587 -2.31479 2.46150
H 0.70943 2.30570 1.46949
H -0.99314 2.71461 3.98320
H -1.33985 1.58698 2.67551
H -1.38552 3.33478 2.38423
H 1.27527 4.12268 3.84879
H 0.73564 4.66794 2.25650
H 2.31337 3.88510 2.43869

Löwdin atomic charge list, values in e, 8 entries:
1 Mg 0.6969
2 N 0.0078
3 C -0.2618
4 C -0.0086
5 C -0.0627
6 C -0.0303
7 C -0.1550
8 C 0.0116

=====

Record 7
Computed, not measured: a cluster of 7 separate species, C6H28N2O6 in total, with ωB97M-V/def2-TZVPD.

The calculation puts the energy above the lowest of the compared OMol25 structures with the same formula, charge and spin at 39.6 kcal per mole. For the total energy, the calculation gives -806.32378 Eh. The value obtained for the HOMO-LUMO gap is 9.17 eV. The structure (SMILES) is CCNC[C@@H](C)NC.O.O.O.O.O.O.

Atoms and positions in Å:
C 0.28482 -2.64828 1.30493
C 1.14644 -2.12733 0.16676
N 1.20902 -0.64977 0.03293
C 0.74192 -0.15577 -1.25208
C -0.76827 0.12731 -1.39624
C -1.02079 1.55691 -0.85127
N -1.31017 -0.13595 -2.70671
C -2.64476 -0.79086 -2.71829
H -0.71992 -2.87816 0.94721
H 0.15034 -2.00918 2.17916
H 0.61678 -3.60796 1.71064
H 0.73031 -2.56185 -0.73574
H 2.16951 -2.49637 0.24865
H 0.58895 -0.29790 0.76054
H 1.05596 -0.83664 -2.02154
H 1.31842 0.73276 -1.51898
H -1.18578 -0.47544 -0.61863
H -0.50860 1.54346 0.10971
H -0.61882 2.34655 -1.49083
H -2.07864 1.76611 -0.80030
H -1.35262 0.70026 -3.26256
H -2.48845 -1.73565 -3.22617
H -3.33394 -0.24629 -3.36517
H -3.06748 -0.89556 -1.72882
O -0.80759 0.21917 2.15242
H -1.09987 1.14090 2.30579
H -1.26740 -0.39478 2.72307
O 1.19205 -0.58230 4.17970
H 1.25521 -0.94465 3.29527
H 0.52238 0.10093 4.07807
O 2.99591 1.23345 1.22250
H 2.46500 0.45219 0.95750
H 3.55630 1.50354 0.48884
O 0.23113 -2.62405 -4.08701
H 0.69498 -2.19295 -3.36106
H -0.09543 -1.83454 -4.54638
O 1.27482 3.34956 1.31381
H 1.62124 4.15115 1.73042
H 1.98300 2.67836 1.42217
O -1.30013 2.94311 2.35329
H -0.35890 2.93635 2.10683
H -1.77693 3.64015 1.89759

natural (NBO) atomic charge list, values in e, 8 entries:
1 C -0.6319
2 C -0.2215
3 N -0.6911
4 C -0.2096
5 C -0.0706
6 C -0.6139
7 N -0.6512
8 C -0.4160

=====

Record 8
Computed, not measured: a cluster of 2 separate species, C2H7Br2N2 in total, with ωB97M-V/def2-TZVPD.

The calculation puts the energy above the lowest of the compared OMol25 structures with the same formula, charge and spin at 24.8 kcal per mole. For the total energy, the calculation gives -5337.62120 Eh. The total charge is +1. The value obtained for the HOMO-LUMO gap is 9.38 eV.

Atoms and positions in Å:
C 1.62773 0.25071 -1.57296
C 0.83135 0.77100 -0.39678
N 1.90226 1.48011 -0.86599
N -2.13501 -1.02637 1.22372
Br -0.86886 1.63515 -0.30772
Br 1.16426 -0.30961 1.30205
H 1.23642 0.23525 -2.68729
H 2.29405 -0.58042 -1.49750
H -3.01553 -1.62664 1.47542
H 2.61894 1.87289 -0.26248
H -1.86341 -0.55421 2.09680
H -1.39369 -1.75149 1.08096
H -2.39851 -0.39638 0.41177

natural (NBO) atomic charge list, values in e, 8 entries:
1 C -0.2250
2 C -0.0019
3 N -0.6134
4 N -0.9069
5 Br 0.0738
6 Br -0.0722
7 H 0.2246
8 H 0.2188